{"formula": "C4H7ClO", "method": "ωB97M-V with the def2-TZVPD basis set", "smiles": "O=CCCCCl", "lumo_ev": 0.584, "gap_ev": 10.64, "e_homo_ev": -10.06, "de_lowest_kcal_mol": 55.75, "symbols": ["O", "C", "C", "C", "C", "Cl", "H", "H", "H", "H", "H", "H", "H"], "coordinates": [[-1.270, -1.622, -0.233], [-1.654, -0.456, -0.002], [-0.886, 0.760, 0.236], [0.605, 0.502, -0.533], [1.363, -0.703, 0.157], [3.133, -0.422, -0.054], [-2.694, -0.215, 0.131], [-0.683, 1.203, 1.250], [-1.318, 1.398, -0.522], [0.313, 0.472, -1.518], [1.079, 1.493, -0.294], [1.113, -0.549, 1.345], [0.900, -1.859, 0.038]]}